# 1
A molecular structure, C10H30AgBrN6O4 in a non-equilibrium geometry. Source: the Open Molecules 2025 dataset; level of theory: the ωB97M-V functional and the def2-TZVPD basis.

The geometry in XYZ format:
```
52
Properties=species:S:1:pos:R:3:mulliken_charge:R:1
Ag -1.7192 1.5836 1.4225 0.4707
Br -0.2556 -0.3955 0.4095 -0.5607
O 3.0907 0.2789 -4.3505 -0.6720
O 3.3159 4.3214 -1.9093 -0.3566
O -3.5164 -2.8105 4.3913 -0.2903
O -1.4705 0.1945 -3.8405 -0.6186
N -0.2827 -3.0944 2.7247 -0.7414
N 3.6246 -0.7954 -2.4054 -0.3255
N -2.8188 0.5020 -2.0414 -0.2860
N -3.6704 -0.2986 -4.0676 -0.4230
N 0.9581 2.8948 0.4742 -0.6522
N 1.5099 0.0817 -2.7348 -0.0216
C -2.1532 -2.5923 4.1625 -0.8218
C 3.2241 2.0081 -0.0438 -0.9982
C -3.9035 -2.4576 5.6932 -0.7393
C 2.7706 -0.1219 -3.2456 0.5415
C 2.2838 3.2123 -0.0817 0.1795
C 3.5093 4.3113 -3.3115 -0.6937
C 2.1253 3.7175 -1.5091 -0.4360
C -1.7366 -3.2545 2.8644 0.7500
C -2.5852 0.1285 -3.3473 0.6113
C -2.1037 -4.7370 2.8930 -1.3337
H 3.9249 3.3717 -3.6875 0.2572
H 3.3295 -1.0979 -1.4958 0.1822
H 0.8050 0.3137 -3.4162 0.1794
H -2.3002 -2.7626 2.0606 0.2238
H -3.1624 -4.8344 2.6272 0.3151
H -3.6939 -1.3996 5.8954 0.2882
H 2.6594 4.0524 0.5107 0.3344
H 0.5093 2.1571 -0.0525 0.2598
H 0.0094 -3.7243 1.9773 0.3240
H -3.5043 -0.3795 -5.0539 0.2346
H 1.0539 2.6060 1.4375 0.3101
H -1.9162 -1.5117 4.1111 0.2786
H -1.5354 -2.9546 4.9983 0.3603
H 1.2524 4.3829 -1.5854 0.3680
H 4.5855 -0.9243 -2.6556 0.2048
H 4.1983 2.2752 -0.4642 0.3308
H 4.1703 5.1451 -3.5422 0.2756
H -0.1005 -2.2015 2.2548 0.0652
H -3.3879 -3.0721 6.4416 0.3153
H -1.5574 -5.3573 2.1851 0.4199
H 1.8642 2.8488 -2.1399 0.1340
H -2.0333 -5.1476 3.9006 0.2853
H 3.4385 1.7099 0.9835 0.3964
H -2.0400 0.9357 -1.5799 0.2226
H 2.7780 1.2173 -0.6441 0.0076
H 1.1922 -0.1836 -1.8197 -0.0184
H 2.5626 4.4644 -3.8440 0.3163
H -4.9729 -2.6348 5.7882 0.2498
H -4.6113 -0.3657 -3.7314 0.1573
H -3.7140 0.3945 -1.6062 0.1398
```

The orbital gap is 7.0 eV. The multiplicity is 1. The calculated total energy is -102029.8317 eV.

# 2
5 unconnected molecules or ions with the total composition CH12N2O4 in a non-equilibrium geometry. Source: the Open Molecules 2025 dataset; level of theory: the ωB97M-V functional and the def2-TZVPD basis.

The geometry in XYZ format:
```
19
Properties=species:S:1:pos:R:3:mulliken_charge:R:1
O -0.7389 -1.7364 2.0164 -0.8849
O 0.9767 1.6870 0.8338 -0.7934
O -1.4205 0.6193 1.5324 -0.7515
O 0.6463 1.2390 -1.5192 -0.6499
N 1.0084 -0.7435 -0.0477 -0.2112
N -0.8328 -0.1544 -1.2084 -0.0671
C 0.1979 -1.1120 -1.1941 -0.3530
H -1.4554 -2.3390 2.2686 0.2081
H 1.6431 0.0307 -0.1713 0.3644
H 0.8654 2.0493 -2.0203 0.2499
H 0.4466 -0.9141 0.7732 0.2487
H 0.7715 -1.1317 -2.1236 0.3350
H 1.7205 2.2465 1.0745 0.2324
H -1.2470 -0.2257 2.0112 0.4111
H -1.3959 -0.1537 -0.3448 0.2954
H -0.5726 1.0786 1.4922 0.3607
H 0.8416 1.6203 -0.2497 0.4180
H -0.0904 -2.1651 -1.0961 0.2966
H -1.3646 0.1049 -2.0270 0.2907
```

The orbital gap is 4.0 eV. The multiplicity is 1. The calculated total energy is -12394.0696 eV.

# 3
A molecular structure, C11H12BClF4NO5SeZn. Source: the Open Molecules 2025 dataset; level of theory: the ωB97M-V functional and the def2-TZVPD basis.

The geometry in XYZ format:
```
37
Properties=species:S:1:pos:R:3:mulliken_charge:R:1
Se -2.0811 0.3685 -2.1889 -0.1527
Zn -1.1573 2.3792 -1.3437 1.4365
Cl 0.8234 4.1722 -1.8595 1.8782
F -4.5314 3.1869 0.7793 -0.3696
F -4.4593 2.0052 -1.2245 -0.4125
F -4.7648 4.3111 -1.2416 -0.3469
F -2.7059 3.4337 -0.6267 -0.4871
O 2.0524 3.4697 -1.6203 -0.5850
O 0.0159 4.2262 -0.6310 -0.5611
O 1.0463 5.4734 -2.4044 -0.6488
O -0.0264 3.3595 -2.7928 -0.7563
O -0.1345 1.5401 0.2867 -0.4489
N 0.3905 -1.2467 -2.7343 -0.6083
C 0.4705 -2.9478 1.6319 -0.7941
C 1.5243 -3.1902 0.7547 0.6743
C 2.0934 -2.1205 0.0813 -0.7965
C 2.0043 -4.5945 0.4983 -1.5479
C 1.6022 -0.8292 0.2023 0.8619
C -0.5361 -0.5854 -2.5142 0.2596
C -0.1841 0.6666 1.1304 -0.9995
C 0.5081 -0.6150 1.0619 1.0125
C -0.0442 -1.6765 1.8064 1.0964
C 2.2637 0.2656 -0.5952 -1.4787
C -1.2136 -1.4799 2.7500 -1.8240
B -4.2020 3.2268 -0.5772 0.3281
H 2.1734 1.2474 -0.1414 0.3841
H -0.9997 -0.7284 3.5126 0.3906
H 1.8095 0.3353 -1.5877 0.1810
H -1.4391 -2.4154 3.2602 0.3550
H 0.0321 -3.7765 2.1823 0.2809
H 3.3220 0.0308 -0.7325 0.4548
H -2.1139 -1.1650 2.2170 0.3980
H 2.9265 -2.2973 -0.5944 0.3759
H -0.8289 0.8381 2.0015 0.4034
H 3.0869 -4.6275 0.3611 0.3786
H 1.5455 -4.9726 -0.4200 0.2931
H 1.7313 -5.2675 1.3124 0.3750
```

The orbital gap is 7.8 eV. Its charge is -1. The multiplicity is 1. The calculated total energy is -161165.7019 eV.